Here is a cluster of 2 separate species, C2H6NS in total at a distorted geometry from the Open Molecules 2025 dataset. Energies are from the ωB97M-V functional and the def2-TZVPD basis.

The total charge is -1. The electronic energy comes out at -14496.38985 eV. For the relative energy (zero: lowest compared OMol25 entry of this formula, charge and spin), the calculation gives 24.3 kcal/mol. The calculation puts the maximum force at 1.331 eV Å⁻¹. The calculation puts the HOMO-LUMO gap at 6.6 eV.

Structure (XYZ):
```
10
Properties=species:S:1:pos:R:3:mulliken_charge:R:1
C -0.319 -1.761 0.726 -0.764
S -0.589 -1.539 -1.066 -0.751
H 0.486 -1.114 1.093 0.196
H -1.220 -1.553 1.312 0.182
H -0.023 -2.791 0.957 0.217
C 0.465 1.404 -0.752 -0.274
N 0.612 2.447 -0.029 -0.590
H 1.343 0.822 -1.018 0.322
H -0.471 1.146 -1.232 0.232
H -0.283 2.938 0.008 0.231
```